30
Properties=species:S:1:pos:R:3:mulliken_charge:R:1 method="wB97M-V/def2-TZVPD" e_tot_ev=-81667.4799 molar_mass_g_mol=448.1 charge=+4
Na 1.8844 -1.4432 2.2600 0.814
Na -0.9456 -0.0162 -2.9271 0.876
Na 0.6438 -3.0229 -3.0777 1.037
Na 1.3544 1.9231 0.9026 0.844
Na -2.1378 1.8198 -0.1129 0.814
Na 0.2836 2.7101 -1.9694 1.020
Na 3.4280 0.5125 -1.6202 0.937
Na -1.2127 -3.3108 0.1104 0.846
S -0.5882 4.7288 0.7662 1.052
O -0.3566 3.4139 0.0904 -0.582
O 0.6845 5.4098 0.9327 -0.556
O -1.4586 5.5015 -0.1146 -0.541
O -1.1947 4.4031 2.0591 -0.570
S 0.4398 -0.6928 -0.2687 1.438
O -0.2003 -1.1620 0.9535 -0.950
O 0.2239 -1.6603 -1.3715 -0.779
O -0.0382 0.6354 -0.7110 -0.954
O 1.8893 -0.4977 -0.0627 -1.111
O -2.2989 -2.0493 -3.1838 -0.604
H -2.1931 -2.9776 -3.4481 0.331
H -2.6688 -2.0944 -2.2910 0.328
O 2.7592 -2.2235 -2.1197 -0.689
H 2.2902 -1.8045 -1.3964 0.418
H 3.3266 -2.8914 -1.6939 0.331
O -0.5630 -2.7413 3.6476 -0.509
H -0.0967 -2.1776 4.2858 0.332
H 0.0665 -3.0236 2.9717 0.242
O -1.4165 1.0400 2.2704 -0.441
H -0.9875 1.4425 3.0433 0.327
H -0.9170 0.2484 2.0752 0.298